{
  "formula": "C22H66N4O9",
  "method": "wB97M-V/def2-TZVPD",
  "elements": ["C", "O", "C", "C", "C", "N", "H", "H", "H", "H", "H", "H", "H", "H", "H", "H", "H", "C", "O", "C", "C", "C", "N", "H", "H", "H", "H", "H", "H", "H", "H", "H", "H", "H", "C", "O", "C", "C", "C", "N", "H", "H", "H", "H", "H", "H", "H", "H", "H", "H", "H", "C", "O", "C", "C", "C", "N", "H", "H", "H", "H", "H", "H", "H", "H", "H", "H", "H", "C", "C", "O", "H", "H", "H", "H", "H", "H", "C", "C", "O", "H", "H", "H", "H", "H", "H", "C", "C", "O", "H", "H", "H", "H", "H", "H", "O", "H", "H", "O", "H", "H"],
  "positions_angstrom": [[0.654, -6.317, 2.073], [1.198, -5.669, 3.215], [0.893, -4.274, 3.312], [0.113, -3.974, 4.560], [-1.184, -4.789, 4.667], [-0.128, -2.507, 4.618], [1.168, -6.030, 1.145], [-0.412, -6.094, 1.945], [0.803, -7.383, 2.237], [1.849, -3.740, 3.329], [0.329, -3.971, 2.421], [0.700, -4.177, 5.463], [-1.636, -4.566, 5.629], [-0.956, -5.848, 4.550], [-1.843, -4.507, 3.841], [-0.705, -2.270, 3.808], [-0.796, -2.365, 5.378], [1.592, -0.638, -2.140], [0.650, -0.915, -1.136], [0.011, 0.258, -0.648], [-1.223, -0.180, 0.145], [-1.911, 1.062, 0.702], [-0.862, -1.118, 1.230], [1.847, -1.572, -2.643], [2.506, -0.188, -1.750], [1.140, 0.002, -2.907], [0.733, 0.817, -0.031], [-0.272, 0.884, -1.507], [-1.861, -0.670, -0.595], [-2.204, 1.720, -0.123], [-1.244, 1.651, 1.336], [-2.819, 0.782, 1.235], [-0.266, -0.638, 1.911], [-0.239, -1.795, 0.787], [0.789, -3.052, -5.841], [0.701, -1.932, -6.675], [-0.338, -2.014, -7.625], [-0.050, -1.077, -8.790], [-1.111, -1.268, -9.893], [1.305, -1.263, -9.306], [-0.139, -3.263, -5.298], [1.557, -2.850, -5.091], [1.118, -3.940, -6.393], [-0.454, -3.040, -8.001], [-1.282, -1.680, -7.176], [-0.186, -0.054, -8.402], [-0.892, -2.208, -10.405], [-1.002, -0.447, -10.593], [-2.094, -1.385, -9.441], [1.767, -0.372, -9.464], [1.892, -1.679, -8.587], [-0.813, 4.502, 1.282], [-0.513, 4.601, 2.635], [-0.130, 3.391, 3.222], [-1.311, 2.569, 3.731], [-2.132, 3.294, 4.749], [-0.863, 1.278, 4.262], [0.025, 4.108, 0.690], [-1.030, 5.504, 0.910], [-1.705, 3.895, 1.074], [0.410, 2.741, 2.516], [0.547, 3.660, 4.036], [-1.942, 2.388, 2.852], [-1.614, 3.388, 5.705], [-3.077, 2.771, 4.914], [-2.402, 4.278, 4.366], [-0.426, 1.392, 5.170], [-0.219, 0.726, 3.691], [5.405, 2.753, -0.762], [4.213, 1.839, -0.862], [2.964, 2.527, -0.968], [5.509, 3.442, -1.595], [6.301, 2.197, -0.493], [5.241, 3.434, 0.095], [4.195, 1.075, -0.077], [4.251, 1.301, -1.816], [2.849, 3.103, -0.204], [3.412, -1.258, 2.273], [2.656, -0.040, 2.818], [1.323, -0.367, 3.265], [3.926, -1.768, 3.087], [4.163, -0.950, 1.538], [2.756, -1.942, 1.736], [2.503, 0.716, 2.040], [3.242, 0.454, 3.601], [1.346, -0.852, 4.107], [-4.748, 3.628, 1.167], [-5.162, 4.836, 1.974], [-4.602, 5.993, 1.376], [-4.577, 3.879, 0.112], [-5.510, 2.852, 1.052], [-3.820, 3.170, 1.508], [-4.788, 4.730, 3.003], [-6.253, 4.869, 2.096], [-4.777, 6.761, 1.928], [-2.806, -0.569, 3.472], [-2.325, 0.221, 3.794], [-2.277, -0.852, 2.709], [2.167, 0.422, -5.594], [1.414, 0.690, -5.060], [1.803, -0.236, -6.203]],
  "forces_ev_per_a": [[0.2229, 0.1703, 0.1885], [-0.2629, 0.1416, -0.1715], [0.6380, -0.6301, -0.3597], [-0.5457, 0.4904, 0.8368], [0.7107, 0.3226, -0.6335], [-0.5453, -0.3831, -0.1528], [0.0298, 0.0494, 0.1477], [0.0227, -0.1041, 0.1114], [-0.1266, -0.0002, -0.0914], [-0.1696, 0.1322, -0.0690], [-0.0340, 0.1853, 0.0883], [0.2581, -0.2948, -0.2945], [-0.3028, -0.2192, -0.0077], [-0.1030, -0.0722, 0.2976], [-0.2077, 0.0650, 0.1797], [0.1503, 0.1401, -0.0204], [0.2709, 0.1769, 0.0268], [-0.0968, -0.2537, -0.4247], [-0.1715, -0.0548, 0.0695], [0.2152, -0.3647, -0.0693], [0.7343, 0.6973, 0.1702], [-0.1755, -0.1793, -0.6581], [0.0754, 0.1277, -0.5758], [0.0295, -0.0733, 0.1873], [-0.0719, 0.1684, 0.0111], [0.1978, 0.1791, 0.0940], [-0.1963, 0.1015, 0.0512], [-0.0662, 0.0672, 0.1617], [-0.1865, -0.2287, 0.3354], [0.0118, -0.0564, 0.0350], [-0.0266, -0.3858, -0.0970], [0.0864, 0.0971, 0.2078], [-0.0249, -0.0515, -0.2619], [-0.1983, -0.1013, 0.3018], [0.4828, -0.3882, 0.6331], [0.0261, 0.2314, -0.1547], [-0.1659, 0.1915, -0.4714], [-0.3237, 0.5096, 0.1203], [0.9729, -0.6697, 0.5925], [0.4564, -0.0191, 0.1927], [-0.0933, 0.0238, -0.2005], [-0.0523, 0.1105, -0.0905], [-0.2426, 0.0141, -0.0612], [0.0929, -0.0231, 0.1340], [-0.0374, -0.2790, 0.0573], [0.1384, -0.1146, 0.0146], [0.0312, 0.0986, -0.1213], [-0.4825, 0.0396, -0.1553], [-0.2242, 0.4877, -0.2035], [-0.3003, -0.0067, -0.2530], [-0.2382, -0.1367, -0.0444], [-0.4412, 0.2678, -0.9788], [0.1840, 0.3234, 0.2057], [0.0495, -0.2850, 0.2976], [0.5862, -0.3381, -0.4104], [-0.7265, 0.2209, 0.1612], [-0.2493, 0.0972, 0.1563], [0.0134, -0.1068, 0.1338], [0.0195, -0.0116, 0.0961], [0.1553, -0.0075, 0.1038], [0.2143, 0.2118, -0.0855], [0.0194, -0.1960, 0.1501], [-0.0412, -0.0628, 0.3745], [0.0471, 0.1030, -0.0060], [0.1196, -0.1106, 0.1400], [0.1873, 0.1194, 0.1309], [-0.0746, 0.0277, -0.0356], [-0.0938, 0.6083, -0.0024], [-0.4178, 0.8400, 1.4779], [-0.3894, -0.2511, -1.2416], [0.1072, 0.0259, 0.3431], [0.2083, -0.4188, -0.3818], [0.1860, 0.0221, -0.4751], [0.0615, -0.2464, -0.0734], [0.0003, 0.1878, 0.2101], [0.1593, -0.1123, 0.1829], [0.0809, -0.0286, -0.0082], [0.0683, 0.4694, -0.0196], [-0.4369, -0.1360, -0.3891], [0.9569, 0.1806, 0.1177], [-0.0836, -0.2292, -0.1075], [0.0759, 0.1000, 0.2068], [-0.1842, 0.0047, 0.1915], [0.0179, -0.1831, -0.0394], [-0.1531, -0.1040, 0.1111], [-0.1701, -0.3098, -0.2743], [0.0779, -0.4680, -1.1502], [0.0185, -0.4349, 0.8056], [-0.1202, 0.1157, -0.1789], [0.0890, 0.4649, 0.2217], [-0.0338, 0.0353, 0.6792], [-0.0905, 0.0002, 0.1880], [0.0641, -0.0020, -0.1376], [0.0365, 0.3149, -0.4413], [-0.0246, -0.0565, 0.0415], [-0.0689, 0.0777, -0.1327], [0.0015, -0.4056, 0.2591], [-0.1648, -0.1853, -0.0273], [0.0223, -0.0053, -0.0842], [0.0236, 0.0219, -0.0356], [-0.0686, -0.0735, 0.1275]],
  "lowdin_charge": [-0.112, -0.196, -0.202, -0.422, -0.047, 0.046, 0.087, 0.084, 0.087, 0.116, 0.121, 0.139, 0.075, 0.074, 0.085, 0.051, 0.082, -0.092, -0.195, -0.201, -0.387, -0.065, 0.059, 0.086, 0.071, 0.076, 0.121, 0.128, 0.143, 0.089, 0.045, 0.080, 0.044, 0.073, -0.103, -0.230, -0.210, -0.447, -0.063, 0.045, 0.095, 0.085, 0.095, 0.134, 0.133, 0.136, 0.077, 0.073, 0.073, 0.076, 0.065, -0.111, -0.165, -0.208, -0.448, -0.048, 0.048, 0.088, 0.096, 0.064, 0.112, 0.133, 0.094, 0.084, 0.086, 0.077, 0.093, 0.043, -0.086, -0.335, -0.090, 0.078, 0.076, 0.078, 0.094, 0.108, 0.074, -0.074, -0.270, -0.158, 0.073, 0.062, 0.067, 0.093, 0.112, 0.070, -0.085, -0.323, -0.076, 0.083, 0.078, 0.037, 0.102, 0.108, 0.082, -0.108, -0.020, -0.030, -0.062, 0.020, 0.003],
  "smiles": "COC[C@H](C)N.COC[C@H](C)N.COC[C@H](C)N.COC[C@H](C)N.CCO.CCO.CCO.O.O",
  "lumo_ev": 0.5,
  "e_homo_ev": -8.980,
  "e_above_lowest_kcal_mol": 10.79,
  "homo_lumo_gap_ev": 9.5
}